# 1
{
  "formula": "C21H42Br12FN2O3S",
  "method": "ωB97M-V/def2-TZVPD",
  "elements": ["C", "C", "C", "C", "C", "N", "S", "O", "O", "F", "C", "C", "C", "C", "N", "O", "H", "H", "H", "H", "H", "H", "H", "H", "H", "H", "H", "H", "H", "H", "H", "H", "H", "H", "Br", "C", "C", "Br", "H", "H", "H", "H", "Br", "C", "C", "Br", "H", "H", "H", "H", "Br", "C", "C", "Br", "H", "H", "H", "H", "Br", "C", "C", "Br", "H", "H", "H", "H", "Br", "C", "C", "Br", "H", "H", "H", "H", "Br", "C", "C", "Br", "H", "H", "H", "H"],
  "xyz": [[2.66826, 2.18776, 0.85087], [2.27821, 2.15485, -0.73944], [3.48770, 1.24910, -1.46393], [2.47729, 3.67069, -1.32277], [1.19424, 4.67186, -1.12589], [1.38843, 5.80231, -2.15996], [1.09338, 5.52449, 0.53669], [2.38145, 6.33773, 0.88634], [-0.07980, 6.57578, 0.49691], [0.77105, 4.50413, 1.87256], [-0.13452, 3.83197, -1.57233], [-0.23935, 2.30169, -1.01213], [-0.98894, 2.26958, 0.48263], [-1.34621, 1.54578, -2.01906], [0.99898, 1.46306, -1.09560], [0.83626, 0.27645, -0.46330], [3.64908, 1.54823, 1.03561], [2.96830, 3.30357, 1.12246], [1.83159, 1.83332, 1.58496], [3.58804, 0.19045, -0.95036], [4.48766, 1.83807, -1.26924], [3.25419, 1.15941, -2.63074], [3.47302, 4.19453, -0.92453], [2.63944, 3.56675, -2.49912], [1.39610, 6.73716, -1.65459], [0.61384, 5.80472, -2.85881], [-0.10712, 3.75158, -2.76312], [-1.14555, 4.41862, -1.33673], [-1.34272, 3.32733, 0.83945], [-1.97765, 1.60166, 0.42905], [-0.32801, 1.78627, 1.31745], [-1.54672, 0.42451, -1.66361], [-2.34612, 2.15958, -1.97757], [-0.98325, 1.57861, -3.14929], [3.15068, -1.68059, 1.20198], [2.00951, -2.99081, 2.08869], [0.70664, -3.17321, 1.34472], [-0.51103, -1.68656, 1.67984], [1.87734, -2.65315, 3.12014], [2.58813, -3.91890, 2.08598], [0.17806, -4.05972, 1.70573], [0.83173, -3.24575, 0.26099], [-5.83535, 1.98741, 1.10550], [-5.25642, 0.37818, 2.04379], [-4.77045, 0.70315, 3.43751], [-2.98362, 1.48466, 3.39709], [-4.49699, -0.09992, 1.41924], [-6.14289, -0.26113, 2.08397], [-4.66775, -0.20893, 4.03181], [-5.41549, 1.40787, 3.96917], [4.94005, -5.34686, 2.71962], [4.09624, -6.49681, 4.05032], [3.10890, -7.44339, 3.40739], [1.44860, -6.52716, 2.95012], [3.64464, -5.84060, 4.79922], [4.91971, -7.05168, 4.50878], [2.81545, -8.22873, 4.10936], [3.48326, -7.90367, 2.48904], [0.59576, -10.94910, 1.98340], [-0.98220, -9.84065, 1.68922], [-1.21721, -9.60465, 0.21501], [0.01758, -8.26985, -0.49123], [-0.83583, -8.91902, 2.25892], [-1.81083, -10.40516, 2.12612], [-2.21350, -9.18694, 0.04605], [-1.09693, -10.50492, -0.39362], [-4.57419, 7.47720, -2.73152], [-4.63481, 7.24694, -0.79542], [-3.29303, 6.80919, -0.25482], [-2.97498, 4.91670, -0.60481], [-5.44072, 6.53927, -0.58302], [-4.90703, 8.23013, -0.40123], [-3.26706, 6.90454, 0.83415], [-2.45133, 7.35938, -0.68400], [1.28307, -1.65915, -3.09438], [0.13534, -1.51906, -4.66544], [0.84436, -0.81471, -5.79920], [0.90402, 1.11269, -5.50471], [-0.78175, -1.01601, -4.34718], [-0.09806, -2.55189, -4.93921], [0.29398, -0.94170, -6.73546], [1.87588, -1.14845, -5.94051]],
  "forces_ev_per_a": [[0.5, 0.5, 0.5], [3.4, -0.4, 0.1], [-0.3, 0.6, 0.1], [0.1, -0.1, -0.7], [0.2, -2.1, -3.4], [-0.6, 0.5, 2.1], [-0.3, 8.1, 3.2], [-4.0, -4.4, -1.5], [3.5, -5.0, -0.1], [0.6, 1.3, -2.8], [0.0, -0.4, -0.5], [-3.3, -0.2, -0.5], [-0.4, -0.4, 0.4], [0.0, 0.3, -0.2], [-0.6, -0.3, 3.0], [0.6, 2.9, -2.0], [-2.2, 1.2, -0.4], [-0.7, -2.4, -0.4], [1.6, 0.6, -1.6], [-0.5, 2.2, -1.2], [-1.9, -1.2, -0.6], [0.6, 0.1, 2.6], [-2.3, -1.4, -0.6], [-0.7, 0.5, 2.5], [0.0, -1.4, -1.1], [0.6, 0.0, 1.2], [0.4, 0.3, 2.5], [3.1, -1.5, -0.5], [0.9, -2.0, -0.8], [2.3, 1.4, 0.0], [-1.1, 1.0, -1.7], [0.6, 2.6, -0.8], [1.8, -1.2, 0.0], [-0.6, -0.2, 2.4], [0.0, -0.1, 0.2], [0.2, -0.2, -0.1], [-0.2, 0.0, 0.1], [0.0, -0.1, 0.0], [-0.1, -0.1, -0.3], [-0.2, 0.2, 0.0], [0.2, 0.1, 0.0], [0.1, 0.1, 0.3], [0.1, -0.1, 0.0], [-0.3, 0.0, 0.0], [0.2, -0.1, 0.1], [-0.2, 0.0, 0.1], [-0.1, 0.1, 0.2], [0.2, 0.1, 0.1], [0.0, 0.1, -0.2], [0.1, -0.2, -0.2], [-0.1, 0.0, 0.1], [0.3, 0.0, 0.0], [-0.1, -0.1, 0.2], [0.1, -0.1, 0.0], [0.0, -0.2, -0.2], [-0.2, 0.0, -0.1], [0.1, 0.1, -0.1], [-0.1, 0.2, 0.2], [0.0, 0.2, 0.0], [-0.1, -0.2, 0.1], [-0.1, 0.2, -0.1], [0.0, -0.1, 0.0], [0.0, -0.2, -0.2], [0.1, 0.1, -0.1], [0.2, -0.1, 0.1], [0.0, 0.2, 0.2], [-0.1, -0.1, 0.1], [-0.1, 0.2, -0.1], [-0.1, 0.0, 0.2], [-1.4, 0.6, 0.4], [0.3, 0.1, 0.0], [0.1, -0.2, 0.0], [0.0, 0.0, -0.2], [-0.2, -0.2, 0.1], [-0.1, 0.1, -0.1], [0.1, -0.3, 0.2], [-0.2, 0.1, -0.2], [0.1, -0.1, 0.0], [0.3, 0.0, -0.1], [0.0, 0.2, -0.1], [0.1, 0.0, 0.2], [-0.3, 0.1, 0.1]],
  "energy_ev": -885636.205,
  "lumo_ev": [-0.262, -0.265],
  "largest_force_ev_per_a": 8.707,
  "s2": 0.754,
  "multiplicity": 2,
  "charge": 0,
  "orbital_gap_ev": [8.410, 9.075]
}

# 2
{
  "formula": "C4H9NO2",
  "method": "ωB97M-V/def2-TZVPD",
  "elements": ["C", "C", "C", "C", "N", "O", "O", "H", "H", "H", "H", "H", "H", "H", "H", "H"],
  "xyz": [[2.17883, -0.24135, -0.19858], [-0.79839, 1.34051, 0.45583], [-1.50472, -0.85599, 0.02769], [0.86632, -0.20211, -1.00923], [-0.40798, -0.04680, 0.43140], [2.10033, -0.79341, 0.96004], [3.17611, 0.24959, -0.62252], [-1.45696, 1.60319, 1.18758], [0.14928, 1.93709, 0.60100], [-1.38512, 1.68943, -0.44982], [-2.35540, -0.33899, 0.55086], [-1.58838, -1.03708, -1.03090], [-1.44171, -1.86576, 0.50585], [0.55825, -1.23550, -1.20148], [0.79214, 0.67781, -1.55390], [1.11741, -0.88062, 1.34618]],
  "forces_ev_per_a": [[-1.9, 0.9, -1.6], [2.5, 1.1, -2.8], [-1.3, -1.1, 2.1], [-1.3, -1.9, 6.1], [3.2, 0.1, -2.8], [-1.8, -1.5, 3.4], [1.2, 0.3, -0.6], [-1.6, 0.2, 2.7], [-1.2, -0.3, -0.3], [1.0, -0.4, 0.3], [0.0, -0.9, -1.1], [-0.6, 0.4, -0.5], [0.0, 0.6, -0.4], [0.1, 0.7, -1.1], [-0.5, 1.0, -1.6], [2.2, 0.7, -1.8]],
  "energy_ev": -9876.483,
  "lumo_ev": 0.730,
  "largest_force_ev_per_a": 6.535,
  "charge": 0,
  "orbital_gap_ev": 10.325
}

# 3
{
  "formula": "C27H23BrCl2F4N3OV",
  "method": "ωB97M-V/def2-TZVPD",
  "elements": ["V", "C", "C", "N", "C", "C", "C", "C", "N", "C", "C", "F", "C", "F", "C", "C", "F", "C", "F", "H", "H", "H", "H", "H", "H", "H", "H", "H", "H", "H", "H", "H", "H", "H", "Cl", "C", "C", "C", "Cl", "C", "C", "C", "C", "N", "C", "C", "O", "H", "H", "H", "H", "Br", "C", "C", "C", "C", "C", "C", "H", "H", "H", "H"],
  "xyz": [[-0.21543, 0.49030, 0.06539], [0.34854, -1.71045, -2.11215], [-1.15730, -1.59985, -1.87798], [-1.56793, -0.96291, -0.58163], [-2.20843, -1.92065, 0.38179], [-1.51141, -2.04345, 1.72323], [-2.47999, 0.20452, -0.82044], [-2.81732, 0.98081, 0.47922], [-1.59458, 1.20296, 1.24087], [-1.68832, 1.65580, 2.53590], [-0.69465, 1.29719, 3.45819], [0.32549, 0.53043, 3.03420], [-0.73462, 1.69683, 4.77616], [0.24658, 1.30071, 5.59749], [-1.76463, 2.47682, 5.26378], [-2.74784, 2.84470, 4.37081], [-3.76318, 3.61764, 4.77985], [-2.71541, 2.45943, 3.04341], [-3.68686, 2.90328, 2.22340], [0.45251, -1.91579, -3.18014], [1.65284, -3.38350, -2.15114], [0.78871, -0.72189, -1.97334], [-1.64607, -2.57123, -1.96316], [-1.56373, -0.98355, -2.68167], [-2.25775, -2.89256, -0.10238], [-3.24447, -1.61246, 0.52689], [-1.95626, -2.86901, 2.28128], [-1.61368, -1.13770, 2.31643], [-0.45129, -2.26512, 1.59864], [-3.40201, -0.12018, -1.30889], [-1.96768, 0.86658, -1.53372], [-3.54603, 0.41995, 1.07618], [-3.31502, 1.90089, 0.16398], [-1.79519, 2.79162, 6.29573], [1.87521, 3.70894, -3.01729], [2.62148, 2.59573, -1.92176], [4.00733, 2.58627, -1.78226], [4.59392, 1.69757, -0.90694], [6.32807, 1.72538, -0.72809], [3.84275, 0.78298, -0.16740], [4.34735, -0.12019, 0.86210], [3.56858, -1.10019, 1.31796], [2.22922, -1.35236, 0.65944], [1.60680, -0.09035, 0.29887], [2.45779, 0.79564, -0.35696], [1.82922, 1.71673, -1.20033], [0.49237, 1.64738, -1.28002], [4.61352, 3.27314, -2.35405], [5.33089, 0.05855, 1.27616], [3.89287, -1.74682, 2.12322], [1.57742, -1.88015, 1.35979], [3.55536, -6.04222, 0.95464], [2.61299, -4.54481, 0.27072], [3.25058, -3.46006, -0.15964], [2.44224, -2.25599, -0.59623], [1.19999, -2.77338, -1.35347], [0.46990, -3.78999, -0.51801], [1.15602, -4.64653, 0.23908], [4.32799, -3.38611, -0.10787], [3.03981, -1.66554, -1.29735], [-0.60135, -3.90332, -0.59707], [0.67149, -5.43283, 0.80176]],
  "forces_ev_per_a": [[0.9, 0.6, 0.4], [0.2, 0.0, 0.1], [0.0, 0.0, 0.1], [-0.2, -0.1, 0.0], [0.0, 0.0, -0.1], [0.0, 0.0, 0.0], [-0.2, 0.0, 0.1], [0.0, -0.2, -0.2], [0.0, -0.1, -0.2], [0.1, 0.0, 0.0], [0.0, 0.1, 0.0], [0.0, 0.0, 0.0], [0.1, 0.0, 0.0], [0.0, 0.0, 0.0], [0.0, 0.0, 0.0], [0.0, 0.0, 0.0], [0.0, 0.0, 0.0], [0.0, -0.1, 0.0], [0.0, 0.0, 0.0], [0.0, 0.0, 0.0], [0.0, 0.0, 0.0], [0.0, 0.0, -0.1], [0.0, 0.0, 0.0], [0.0, 0.0, 0.0], [0.0, 0.0, 0.0], [0.0, 0.0, 0.0], [0.0, 0.0, 0.0], [0.0, 0.0, 0.0], [0.0, 0.0, 0.0], [0.0, 0.0, 0.0], [0.0, 0.0, 0.0], [0.0, 0.0, 0.0], [0.0, 0.0, 0.0], [0.0, 0.0, 0.0], [0.0, 0.0, 0.0], [0.1, 0.0, 0.1], [-0.1, 0.1, -0.1], [0.0, -0.1, 0.1], [0.0, 0.0, 0.0], [0.0, 0.1, -0.1], [0.0, 0.0, 0.0], [0.0, 0.0, 0.0], [-0.1, 0.0, 0.0], [-0.3, -0.1, -0.2], [0.1, -0.2, 0.2], [0.0, 0.1, -0.3], [-0.3, -0.2, 0.1], [0.0, 0.0, 0.0], [0.0, 0.0, 0.0], [0.0, 0.0, 0.0], [0.0, 0.0, 0.0], [0.0, 0.0, 0.0], [0.0, 0.0, 0.0], [0.0, 0.0, 0.0], [0.0, 0.0, 0.1], [0.0, 0.0, -0.1], [0.0, 0.0, 0.0], [0.0, 0.0, 0.0], [0.0, 0.0, 0.0], [0.0, 0.0, 0.0], [0.0, 0.0, 0.0], [0.0, 0.0, 0.0]],
  "energy_ev": -166534.601,
  "lumo_ev": [-0.016, 0.175],
  "largest_force_ev_per_a": 1.113,
  "s2": 2.015,
  "multiplicity": 3,
  "charge": 0,
  "orbital_gap_ev": [7.473, 7.663]
}

# 4
{
  "formula": "C3H8S2",
  "method": "ωB97M-V/def2-TZVPD",
  "elements": ["C", "C", "H", "H", "H", "H", "C", "S", "S", "H", "H", "H", "H"],
  "xyz": [[-2.74274, 2.63958, 0.07371], [-3.85728, 1.94421, 0.07272], [-1.87357, 2.19909, 0.57883], [-2.45508, 3.63105, -0.23020], [-4.02313, 0.98844, 0.55735], [-4.73006, 2.28211, -0.48289], [1.87430, -1.96558, 0.29831], [3.57155, -1.64142, 0.77392], [4.52423, -1.40160, -0.98932], [1.23077, -1.50249, 1.04061], [1.65716, -3.02732, 0.33237], [1.55869, -1.68085, -0.69563], [5.26514, -2.46520, -1.32978]],
  "forces_ev_per_a": [[1.9, -0.8, 1.4], [-1.2, 0.4, -0.9], [-0.3, 0.0, 0.0], [-0.9, 0.2, -0.8], [0.6, 0.0, 0.0], [0.0, 0.2, 0.2], [-0.7, -1.0, 0.1], [0.2, -0.1, 0.2], [0.2, 1.2, -0.9], [0.0, 0.3, 0.0], [0.1, -0.3, 0.2], [0.4, 0.7, -0.2], [-0.3, -0.7, 0.6]],
  "energy_ev": -24909.746,
  "lumo_ev": 0.608,
  "smiles": "C=C.CSS",
  "largest_force_ev_per_a": 2.473,
  "charge": 0,
  "orbital_gap_ev": 9.619
}

Energy above the lowest of the compared OMol25 structures with the same formula, charge and spin, record by record: 4.906 3.578 2.193 1.651 eV